# C27H75N3O12S9

12 unconnected molecules or ions with the total composition C27H75N3O12S9 (ωB97M-V/def2-TZVPD, the OMol25 dataset).

```
126
Properties=species:S:1:pos:R:3:forces:R:3
C -0.42560 -3.62556 -2.93115 0.12 0.46 -0.43
C 0.56641 -4.65990 -3.52472 0.99 -1.84 4.54
O 0.75398 -4.61348 -4.71637 0.37 0.37 -2.97
N 1.19667 -5.53481 -2.69926 -0.48 1.88 -1.25
C 2.30606 -6.45828 -2.99040 -0.22 -0.62 -2.04
H -0.57971 -2.79137 -3.61561 -0.13 -0.31 -0.19
H 0.03151 -3.17751 -2.04888 0.14 -0.40 0.13
H -1.38241 -4.09437 -2.70130 0.19 -0.13 -0.09
H 0.81443 -5.43458 -1.76977 -0.03 -0.28 1.01
H 2.98044 -6.12903 -3.78091 0.09 1.09 0.31
H 1.91259 -7.30246 -3.55665 -0.35 -0.54 0.70
H 2.93794 -6.79659 -2.16919 -0.75 0.43 0.36
C -3.69003 1.11854 -3.58049 1.19 -1.42 1.16
C -5.06616 1.54221 -3.76726 2.17 1.23 -1.57
O -5.44148 1.88399 -4.85874 -1.25 0.36 -1.66
N -5.76494 1.69045 -2.68571 -2.44 -0.90 3.38
C -7.02249 2.37548 -2.76398 0.68 1.91 -0.66
H -3.40545 1.21933 -2.53314 0.18 -0.10 0.09
H -2.93311 1.63293 -4.17259 -0.50 -0.19 -0.30
H -3.77238 0.04860 -3.77166 0.96 -0.17 -0.25
H -5.51691 1.28194 -1.79594 0.40 0.12 -0.27
H -6.66525 3.26027 -3.29088 -0.85 0.44 -0.48
H -7.30931 2.81178 -1.80717 -0.39 -0.82 0.12
H -7.78978 1.93750 -3.40237 -0.07 -0.29 0.53
C -0.05159 -1.04177 0.29650 0.63 -0.14 -0.85
C 1.08855 -0.08050 -0.08119 0.36 -4.86 -0.45
O 2.20240 -0.51805 -0.38882 0.57 -0.73 0.53
N 0.87729 1.16523 -0.12166 -1.06 3.45 -0.49
C -0.39299 1.80516 -0.36156 0.07 2.06 0.68
H 0.41467 -2.02404 0.37290 0.18 0.04 0.75
H -0.71696 -1.23941 -0.54392 -0.32 0.72 -0.20
H -0.60447 -0.70686 1.17414 0.11 -0.14 -0.02
H 1.73537 1.69505 -0.17736 -0.29 0.30 -0.45
H -1.08995 1.58638 -1.17056 0.42 -1.51 -0.13
H -0.08356 2.78926 -0.71356 -0.37 0.50 0.72
H -0.93536 1.86746 0.58187 -0.23 0.26 -0.18
C 3.04307 -2.96743 1.70971 1.06 -0.87 0.73
S 3.78695 -3.50054 3.42118 -1.24 -1.06 0.61
O 2.88267 -4.56944 4.06160 0.86 1.44 -1.22
C 5.32349 -4.35978 2.83857 -1.64 1.86 -0.83
H 3.85057 -2.77006 1.00466 0.13 0.30 0.36
H 2.44980 -2.06283 1.84327 0.07 -0.21 0.17
H 2.48655 -3.78449 1.25060 -0.28 -0.12 0.43
H 6.09365 -4.55804 3.58398 -0.68 -0.47 0.11
H 5.64962 -3.48883 2.27007 0.68 -0.27 -0.51
H 4.89653 -5.10545 2.16790 0.84 -0.49 0.24
C 4.93370 -2.02855 -1.39229 -1.04 -0.30 0.23
S 6.59877 -2.80133 -1.38310 1.28 1.05 -1.52
O 7.50789 -2.33577 -2.53496 -1.82 -0.68 1.42
C 7.22097 -1.82377 -0.00534 -0.85 -0.13 0.93
H 4.76867 -1.25082 -0.64664 0.45 0.42 -0.44
H 4.22015 -2.77418 -1.04156 0.25 -0.58 0.10
H 4.46928 -1.77218 -2.34449 0.81 0.32 -0.26
H 6.41204 -1.52893 0.66309 -0.27 -0.03 -0.06
H 7.62626 -0.90569 -0.43075 0.49 -0.33 0.03
H 7.84571 -2.44168 0.63963 0.65 0.29 -0.51
C 3.61641 2.87301 2.64016 -0.71 0.65 0.44
S 5.17071 1.91983 2.62663 -1.43 -2.97 0.30
O 4.83861 0.59731 3.41861 0.71 2.70 -1.66
C 5.13778 1.42724 0.82719 -1.51 0.68 0.36
H 3.41388 3.10305 3.68618 0.50 0.09 0.19
H 2.65422 2.45125 2.34963 0.42 -1.10 -0.48
H 3.62821 3.82168 2.10353 0.72 0.05 -0.07
H 4.20493 0.88000 0.69151 0.26 -1.08 0.42
H 6.02326 0.92900 0.43249 -0.12 0.17 0.40
H 4.80126 2.26576 0.21749 0.98 0.69 0.03
C -3.57974 4.36305 2.28361 -0.01 -0.93 0.59
S -3.40372 3.43952 0.66179 -0.17 -0.67 0.49
O -3.98097 2.00908 0.82628 0.33 2.46 -0.31
C -4.49953 4.45294 -0.41997 -0.39 -1.16 0.63
H -3.29817 3.61052 3.02016 -0.05 -0.44 -0.15
H -4.54754 4.72110 2.63469 -0.28 -0.04 -0.72
H -2.82740 5.12203 2.49818 0.07 0.21 -0.91
H -4.37541 5.50832 -0.17735 0.03 -0.14 -0.21
H -5.50632 4.09641 -0.20236 -0.18 0.31 0.28
H -4.32671 4.18918 -1.46336 0.55 0.28 0.10
C -5.17782 -2.26977 -1.80155 -0.31 1.18 0.15
S -3.42658 -2.38116 -1.26348 -0.01 1.45 0.39
O -2.60489 -1.67762 -2.34922 -0.82 -0.94 1.29
C -3.65874 -1.11605 0.12507 -0.80 0.73 -0.28
H -5.71168 -3.16124 -2.13074 0.66 -0.14 -0.07
H -5.15384 -1.49090 -2.56372 0.15 -0.34 -0.50
H -5.79164 -1.77218 -1.05073 0.14 -0.39 0.45
H -2.82866 -0.79065 0.75212 0.50 -0.54 -0.62
H -4.47959 -1.24209 0.83106 -0.08 -1.31 -0.02
H -4.06557 -0.21203 -0.32809 0.57 0.21 -0.65
C -1.21789 -1.97637 5.11677 1.13 0.27 0.56
S 0.04680 -1.17940 3.93243 -1.33 0.27 -1.13
O -0.50348 0.12824 3.28169 1.03 -2.10 1.97
C 1.40550 -0.84232 5.10687 -0.77 0.93 0.42
H -1.23313 -1.44357 6.06755 -0.29 0.46 -0.22
H -0.83225 -2.95139 5.41463 0.52 -0.13 -0.40
H -2.22420 -2.18676 4.75457 0.22 0.69 -0.55
H 2.22045 -0.35496 4.57168 -0.10 -0.09 -0.25
H 1.79687 -1.69409 5.66312 -0.35 -0.39 -0.45
H 0.99684 -0.13921 5.83263 0.11 0.16 0.07
C -0.40499 -4.42204 2.26693 -0.54 -1.33 -0.09
S -1.15289 -5.13691 0.69308 -0.10 0.68 1.58
O -0.03083 -5.40386 -0.24750 0.94 0.25 -0.80
C -1.46919 -6.82369 1.28441 0.49 0.32 0.36
H -1.13264 -4.69614 3.03080 -0.30 0.27 0.07
H -0.17684 -3.35829 2.33393 -0.26 -0.08 -0.67
H 0.47328 -5.00423 2.54587 0.28 -0.02 -0.37
H -0.70577 -7.02374 2.03626 -0.02 -0.20 -0.02
H -1.23916 -7.39467 0.38487 -0.32 -0.15 0.15
H -2.45840 -7.01899 1.69843 0.02 0.22 -0.23
C -0.39973 3.58301 -4.49319 -0.23 0.57 0.11
S -1.09328 5.19201 -3.85182 -0.99 -2.43 2.71
O -2.08290 4.64264 -2.72492 2.10 1.50 -2.34
C 0.41631 5.77178 -2.99839 -0.14 0.67 -0.12
H 0.64612 3.61438 -4.79869 -0.11 0.40 -0.19
H -1.04972 3.29092 -5.31799 0.13 -0.07 0.05
H -0.47631 2.86770 -3.67431 -0.24 0.19 0.11
H 0.13606 6.58363 -2.32723 -0.38 -0.42 0.30
H 1.05320 6.32758 -3.68654 0.09 -0.51 -0.54
H 0.97070 5.00006 -2.46434 -0.30 0.00 -0.03
C -1.38807 6.91199 0.40773 1.19 -0.62 0.84
S -0.15300 5.76721 1.26874 -1.46 0.51 0.83
O 0.58682 5.00589 0.22422 0.53 0.76 0.07
C 0.87445 7.03351 2.18011 -0.51 -0.72 -0.72
H -2.27830 6.28768 0.33141 0.15 0.23 -0.47
H -0.94334 7.22771 -0.53600 -0.29 -0.19 0.00
H -1.58474 7.77748 1.04046 0.02 -0.08 0.06
H 1.25326 7.74276 1.44419 0.52 -0.09 0.36
H 1.57138 6.43887 2.77070 0.55 0.15 -0.58
H 0.29330 7.53526 2.95381 -0.55 0.02 -0.39
```
Positions in Å, forces in eV/Å.

Values from the calculation:
**Total energy**: -155753.355 eV
**Max |F|**: 5.0 eV Å⁻¹
**Spin multiplicity**: 2
**Total charge**: +1